Entry 1:
The following is a quantum chemistry calculation of a molecular structure, C45H34BrN4OP2Ru, from OMol25.

Values from the calculation:
* energy above the lowest of the compared OMol25 structures with the same formula, charge and spin: 153.8 kJ/mol
* LUMO (spin up / spin down): 0.08 / -0.69 eV
* HOMO-LUMO gap (spin up / spin down): 0.232 / 0.235 Eh
* calculated total energy: -5381.01732 Eh
* highest occupied orbital energy (spin up / spin down): -6.243 / -7.077 eV
* 2S+1: 2

Each line ends with the Löwdin spin population.
CARTESIAN COORDINATES (ANGSTROEM)
Ru (-0.0542, 0.6363, 0.1783)  0.14
C (1.3583, -1.9702, 1.5790)  0.00
P (1.5772, -0.1790, 1.9176)  0.02
C (3.3008, -0.0857, 2.6100)  0.01
C (4.2413, 0.8648, 2.2331)  0.00
C (5.4959, 0.9107, 2.8375)  0.00
C (5.8164, 0.0230, 3.8488)  0.00
C (4.8781, -0.9190, 4.2536)  0.00
C (3.6379, -0.9733, 3.6384)  0.00
C (0.7965, 0.1524, 3.5560)  0.00
C (0.3499, -0.8178, 4.4486)  0.00
C (-0.1329, -0.4557, 5.7026)  0.00
C (-0.1812, 0.8776, 6.0783)  0.00
C (0.2498, 1.8585, 5.1910)  0.00
C (0.7368, 1.4949, 3.9410)  0.00
C (1.4870, -2.0604, 0.1013)  0.00
C (2.2479, -2.8355, -0.7470)  0.00
C (2.0447, -2.3243, -2.0568)  0.00
C (1.1677, -1.2688, -1.9384)  0.00
C (0.6977, -0.2027, -2.8579)  0.00
P (1.1724, 1.2513, -1.8472)  0.00
C (0.6249, 2.8109, -2.6345)  0.00
C (-0.0665, 3.7118, -1.8242)  0.00
C (-0.4907, 4.9424, -2.3182)  0.00
C (-0.2285, 5.2804, -3.6375)  0.00
C (0.4824, 4.4038, -4.4474)  0.00
C (0.9094, 3.1793, -3.9511)  0.00
C (2.9685, 1.2224, -2.1415)  0.00
C (3.5510, 1.0906, -3.4005)  0.00
C (4.9330, 1.0785, -3.5259)  0.00
C (5.7438, 1.1769, -2.4002)  0.00
C (5.1682, 1.2823, -1.1432)  0.00
C (3.7842, 1.3119, -1.0298)  0.00
N (0.8162, -1.1225, -0.6295)  0.00
H (0.3450, -2.2332, 1.8916)  0.00
H (2.0763, -2.5882, 2.1104)  0.00
H (4.0040, 1.5978, 1.4854)  0.00
H (6.2183, 1.6515, 2.5152)  0.00
H (6.7832, 0.0744, 4.3350)  0.00
H (5.1104, -1.6088, 5.0569)  0.00
H (2.9169, -1.7080, 3.9767)  0.00
H (0.3755, -1.8651, 4.1682)  0.00
H (-0.4659, -1.2243, 6.3936)  0.00
H (-0.5475, 1.1553, 7.0613)  0.00
H (0.1921, 2.9074, 5.4626)  0.00
H (1.0881, 2.2537, 3.2513)  0.00
H (2.8773, -3.6719, -0.4661)  0.00
H (2.4925, -2.6857, -2.9740)  0.00
H (-0.3834, -0.2127, -2.9930)  0.00
H (1.1874, -0.2305, -3.8286)  0.00
H (-0.2642, 3.4381, -0.8003)  0.00
H (-1.0317, 5.6259, -1.6742)  0.00
H (-0.5842, 6.2238, -4.0385)  0.00
H (0.7065, 4.6775, -5.4734)  0.00
H (1.4680, 2.5125, -4.5975)  0.00
H (2.9434, 0.9882, -4.2905)  0.00
H (5.3814, 0.9782, -4.5077)  0.00
H (6.8226, 1.1609, -2.5069)  0.00
H (5.7919, 1.3294, -0.2573)  0.00
H (3.2955, 1.3929, -0.0787)  0.00
O (-3.8546, -0.7728, 5.1460)  0.00
C (-3.1693, -0.6533, 4.0026)  0.00
C (-2.7541, -1.7371, 3.2441)  0.00
C (-2.0240, -1.5035, 2.0947)  0.00
N (-1.6766, -0.2801, 1.6978)  0.00
C (-2.1245, 0.7256, 2.4227)  0.00
Br (-1.6878, 2.4133, 1.6877)  0.00
C (-2.8771, 0.6303, 3.5652)  0.00
H (-4.0287, -1.7016, 5.3332)  0.00
H (-3.0077, -2.7521, 3.5289)  0.00
H (-1.7182, -2.3105, 1.4373)  0.00
H (-3.2269, 1.4966, 4.1112)  0.00
N (-2.1142, -2.1441, -0.8501)  -0.01
C (-2.0553, -0.9984, -0.9620)  0.02
N (-5.5444, 6.2044, -5.3051)  0.06
C (-5.0321, 5.3819, -4.6829)  0.02
C (-4.3898, 4.3512, -3.9114)  0.12
C (-3.4960, 3.4626, -4.5314)  -0.01
C (-2.8818, 2.4727, -3.8068)  0.11
C (-3.1161, 2.3456, -2.4062)  0.05
C (-4.0263, 3.2514, -1.7966)  0.11
C (-4.6517, 4.2209, -2.5413)  -0.01
C (-2.5062, 1.3306, -1.7065)  0.30
C (-1.8830, 0.4037, -1.1024)  0.06
H (-3.2888, 3.5775, -5.5881)  0.00
H (-2.2031, 1.7775, -4.2831)  0.00
H (-4.2160, 3.1685, -0.7339)  0.01
H (-5.3566, 4.8966, -2.0765)  0.00

Cartesian forces (eV/Å) of the 6 atoms listed first:
0.5 -1.9 -1.0
-0.1 0.1 0.0
-0.4 0.7 0.6
0.1 -0.1 -0.1
0.0 -0.1 0.2
-0.1 0.0 0.0



Entry 2:
The following is a quantum chemistry calculation of a molecular structure, C45H34CrI2N12O4S, from OMol25.

Values from the calculation:
* energy above the lowest of the compared OMol25 structures with the same formula, charge and spin: 0.0 kJ/mol
* LUMO (spin up / spin down): -0.53 / -1.07 eV
* HOMO-LUMO gap (spin up / spin down): 0.203 / 0.261 Eh
* calculated total energy: -4731.43305 Eh
* highest occupied orbital energy (spin up / spin down): -6.039 / -8.174 eV
* 2S+1: 5

Each line ends with the Löwdin spin population.
CARTESIAN COORDINATES (ANGSTROEM)
Cr (1.0979, -0.0231, 1.2415)  2.90
C (-0.3104, -4.2839, -1.3172)  0.00
C (0.5271, -3.4194, -0.6354)  0.00
N (0.0769, -2.5152, 0.2042)  0.02
C (-1.2483, -2.3832, 0.3469)  0.00
C (-2.0924, -3.2376, -0.3808)  0.00
N (-1.6348, -4.1931, -1.1614)  0.00
C (-1.7537, -1.4018, 1.3469)  0.02
C (-3.0516, -1.4605, 1.8271)  0.09
C (-3.4862, -0.5840, 2.8613)  0.06
C (-2.5425, 0.1955, 3.4418)  0.02
C (-1.2016, 0.2023, 2.9656)  0.11
N (-0.8624, -0.5201, 1.8383)  0.14
C (-0.2020, 0.9567, 3.5752)  0.10
C (-0.4074, 1.9411, 4.5985)  0.02
N (0.5338, 2.6918, 5.0740)  0.06
C (1.7968, 2.4499, 4.6168)  0.13
C (2.0280, 1.5620, 3.6028)  0.03
N (1.0676, 0.8231, 3.0600)  0.15
C (-4.9140, -0.5458, 3.3163)  0.00
C (-5.8702, -1.3657, 2.6968)  0.01
C (-7.1849, -1.3178, 3.0916)  0.00
N (-7.6048, -0.5269, 4.0879)  0.01
C (-6.6946, 0.2580, 4.6768)  0.00
C (-5.3646, 0.2853, 4.3279)  0.01
H (0.0732, -5.0036, -2.0414)  0.00
H (1.6050, -3.4618, -0.7872)  0.00
H (-3.1799, -3.2021, -0.2823)  0.00
H (-3.7343, -2.1562, 1.3830)  0.01
H (-2.7597, 0.8165, 4.2869)  0.00
H (-1.4360, 2.0963, 4.9514)  0.00
H (2.5911, 3.0026, 5.0607)  0.01
H (3.0125, 1.4618, 3.1527)  0.00
H (-5.5790, -2.0296, 1.8994)  0.00
H (-7.9131, -1.9226, 2.5971)  0.00
H (-7.0583, 0.8954, 5.4705)  0.00
H (-4.7396, 1.0202, 4.8261)  0.00
I (6.0662, 0.5270, 0.1716)  0.00
C (5.0816, -1.0215, 1.0921)  0.01
C (5.7693, -2.1863, 1.4506)  0.00
C (5.1666, -3.2361, 2.0620)  0.01
I (6.2730, -4.9628, 2.5882)  0.00
C (3.7933, -3.1571, 2.4356)  0.00
C (3.0697, -4.1157, 3.1858)  0.01
C (1.7322, -3.8613, 3.4064)  0.00
C (1.1385, -2.6782, 2.9276)  0.01
N (1.7881, -1.7784, 2.2475)  -0.01
C (3.1091, -2.0045, 2.0267)  0.00
C (3.7324, -0.9099, 1.3667)  0.00
O (3.0115, 0.1396, 1.0519)  0.03
H (6.8126, -2.2442, 1.1846)  0.00
H (3.5640, -5.0074, 3.5160)  0.00
H (1.1148, -4.5294, 3.9923)  0.00
H (0.0864, -2.5001, 3.1307)  0.00
C (-0.4739, -4.4155, -5.9081)  0.00
C (-0.3095, -3.2496, -4.9810)  0.00
C (-1.4413, -2.6808, -4.4181)  0.00
C (-1.3292, -1.6692, -3.4632)  0.00
C (-0.0603, -1.2271, -3.0296)  0.00
C (1.0676, -1.7577, -3.6561)  0.00
C (0.9443, -2.7709, -4.5958)  0.00
S (-0.0202, 0.1324, -1.8473)  0.00
O (1.0109, -0.2527, -0.8148)  0.03
O (0.4594, 1.2986, -2.5585)  0.00
O (-1.3499, 0.2240, -1.2961)  0.00
H (-1.5363, -4.5455, -6.1749)  0.00
H (-0.1202, -5.3614, -5.4601)  0.00
H (0.0767, -4.2764, -6.8343)  0.00
H (-2.4117, -3.0370, -4.7261)  0.00
H (-2.2089, -1.2064, -3.0439)  0.00
H (2.0653, -1.3724, -3.4515)  0.00
H (1.8350, -3.1982, -5.0052)  0.00
C (2.6404, 2.9914, -0.0040)  0.00
C (1.1670, 2.9453, 0.1617)  0.01
N (0.4654, 1.9187, 0.6532)  -0.01
C (-0.8779, 2.2836, 0.5993)  0.00
C (-0.9717, 3.5273, 0.0981)  0.00
N (0.3239, 3.9592, -0.1417)  0.00
C (0.6704, 5.2442, -0.7456)  0.00
N (0.2991, 5.3586, -2.1230)  0.00
N (-0.7016, 6.2212, -2.4334)  0.00
N (-0.8956, 6.1966, -3.6929)  0.00
C (-0.0348, 5.2700, -4.2545)  0.00
C (0.1337, 4.9158, -5.5769)  0.00
C (1.1128, 3.9837, -5.8858)  0.00
C (1.8913, 3.4146, -4.8557)  0.00
C (1.7457, 3.7684, -3.5276)  0.00
C (0.7572, 4.7079, -3.2670)  0.00
H (3.0085, 2.0061, -0.2187)  0.00
H (3.1256, 3.3601, 0.9003)  0.00
H (2.9075, 3.6580, -0.8190)  0.00
H (-1.6993, 1.6059, 0.8204)  0.00
H (-1.8404, 4.1380, -0.1087)  0.00
H (1.7264, 5.3865, -0.6049)  0.00
H (0.1492, 6.0377, -0.2097)  0.00
H (-0.4589, 5.3174, -6.3752)  0.00
H (1.2791, 3.6480, -6.8860)  0.00
H (2.6119, 2.6551, -5.0960)  0.00
H (2.3746, 3.2682, -2.7986)  0.00

Cartesian forces (eV/Å) of the 6 atoms listed first:
-0.6 0.0 -0.6
-0.4 0.3 -0.2
0.6 -0.4 -0.5
-1.0 0.6 0.6
0.1 -0.5 -0.4
-0.3 0.2 0.6